Model A:
This record from the OMol25 dataset describes a cluster of 11 separate species, BF4H20O10 in total. The level of theory is ωB97M-V/def2-TZVPD.

Properties
HOMO energy   -7.43 eV
Net charge   -1

Last column: Mulliken charge in e.
CARTESIAN COORDINATES (ANGSTROEM)
1 B -1.1502 -0.6188 -0.7359  0.573
2 F -1.2682 0.1162 -1.9759  -0.471
3 F -0.3402 0.1342 0.0951  -0.311
4 F -2.4192 -0.8108 -0.1049  -0.450
5 F -0.4962 -1.8248 -0.9199  -0.340
6 O 1.6388 -0.3708 -2.6179  -0.680
7 H 0.7168 -0.5288 -2.6809  0.272
8 H 1.7628 0.5912 -2.4609  0.453
9 O -0.4302 -3.1758 1.5641  -0.689
10 H -0.6942 -2.8238 0.7021  0.345
11 H -1.1942 -3.0848 2.1071  0.273
12 O 2.0798 2.0802 -1.5989  -0.810
13 H 1.3608 2.4902 -2.0669  0.306
14 H 1.7798 1.9962 -0.6699  0.417
15 O -2.6252 0.5792 2.0521  -0.772
16 H -2.5152 0.1042 1.2411  0.426
17 H -2.5592 -0.1068 2.7501  0.300
18 O -1.4652 2.9882 -0.3789  -0.682
19 H -0.8682 3.1012 -1.1269  0.338
20 H -1.7662 2.1082 -0.2829  0.317
21 O 2.1848 -1.4608 1.1971  -0.637
22 H 1.7958 -1.3088 0.3751  0.283
23 H 1.5268 -1.9918 1.6541  0.344
24 O 1.5928 -4.5518 0.0231  -0.643
25 H 0.7798 -4.1688 0.4401  0.349
26 H 1.6928 -4.2578 -0.8669  0.315
27 O -0.1822 0.8472 3.5181  -0.618
28 H -0.7402 0.8062 2.7641  0.342
29 H -0.4752 1.5842 4.0551  0.290
30 O -0.3842 2.4252 -3.1199  -0.680
31 H -0.8832 1.6472 -2.8509  0.434
32 H -1.0902 3.0672 -3.3249  0.299
33 O 1.5508 1.8712 1.0971  -0.806
34 H 0.7998 1.3152 0.9101  0.564
35 H 2.2858 1.2312 1.2391  0.348



Model B:
This record from the OMol25 dataset describes a cluster of 11 separate species, BF4H20O10 in total. The level of theory is ωB97M-V/def2-TZVPD.

Properties
HOMO energy   -7.91 eV
Net charge   -1

Last column: Mulliken charge in e.
CARTESIAN COORDINATES (ANGSTROEM)
1 B -20.5131 22.9014 10.7614  0.965
2 F -20.4869 24.2668 10.9546  -0.199
3 F -19.3598 22.5175 10.0093  -0.643
4 F -20.4886 22.1867 11.9743  -0.536
5 F -21.6367 22.5207 9.9889  -0.517
6 O -19.2502 27.3387 12.6512  -0.634
7 H -19.7572 28.1538 12.6775  0.306
8 H -19.6679 26.8154 11.9588  0.324
9 O -20.0610 25.0190 8.0369  -0.699
10 H -20.1928 24.2832 8.6468  0.293
11 H -19.1730 24.8881 7.6949  0.295
12 O -19.8634 20.8205 7.6942  -0.652
13 H -19.4174 21.4047 8.3178  0.291
14 H -19.6971 19.9394 8.0418  0.326
15 O -18.3756 20.0024 11.1146  -0.654
16 H -17.5216 20.3641 10.8601  0.328
17 H -18.8753 20.7767 11.3953  0.256
18 O -22.6703 21.4284 7.6833  -0.712
19 H -21.8065 21.1560 7.3467  0.352
20 H -22.4189 21.6766 8.5812  0.438
21 O -17.0148 23.0266 11.3009  -0.674
22 H -17.9202 23.1108 10.9636  0.402
23 H -16.6108 23.8827 11.1395  0.301
24 O -22.5844 25.5212 12.9013  -0.675
25 H -22.3543 25.0138 13.6904  0.363
26 H -22.1963 25.0171 12.1802  0.278
27 O -21.0196 23.5069 14.2601  -0.661
28 H -20.8153 23.0184 13.4460  0.403
29 H -20.3120 23.2855 14.8695  0.286
30 O -23.5406 21.7591 11.9412  -0.657
31 H -24.3277 21.5871 11.4165  0.261
32 H -22.9098 22.1310 11.3099  0.394
33 O -22.4936 19.8857 13.7620  -0.658
34 H -23.0531 20.3947 13.1535  0.413
35 H -21.6329 20.3070 13.6796  0.298



Going by the computed energies, the most stable comes first: model B, model A.



Model A:
This record from the OMol25 dataset describes a cluster of 6 separate species, C2H14O5 in total. The level of theory is ωB97M-V/def2-TZVPD.

Properties
HOMO energy   -10.25 eV

Last column: Mulliken charge in e.
CARTESIAN COORDINATES (ANGSTROEM)
1 C -1.1713 0.0596 4.1333  -0.464
2 C -0.8346 1.2064 4.6859  -0.442
3 H -2.2017 -0.1670 3.8743  0.241
4 H -0.4208 -0.4509 3.5411  0.221
5 H -1.5528 1.9552 5.0012  0.219
6 H 0.1908 1.4344 4.9453  0.224
7 O 2.8735 4.3770 -0.7640  -0.644
8 H 2.1010 3.8768 -1.0380  0.321
9 H 3.6580 3.9841 -1.1496  0.322
10 O 1.3879 0.9973 -2.9888  -0.627
11 H 1.4558 0.1107 -3.3640  0.320
12 H 0.8914 0.7948 -2.1848  0.306
13 O -4.8849 -0.2587 0.9308  -0.638
14 H -4.8465 0.4495 0.2763  0.321
15 H -5.6996 -0.1270 1.4240  0.317
16 O 3.1799 -4.7236 -2.5746  -0.639
17 H 2.8987 -5.0402 -1.7155  0.320
18 H 2.4319 -4.5055 -3.1318  0.319
19 O -0.6383 -1.3296 -1.7044  -0.630
20 H -1.5900 -1.3962 -1.5495  0.322
21 H -0.4101 -0.7694 -0.9479  0.309



Model B:
This record from the OMol25 dataset describes a cluster of 5 separate species, C2H14O5 in total. The level of theory is ωB97M-V/def2-TZVPD.

Properties
HOMO energy   -10.26 eV

Last column: Mulliken charge in e.
CARTESIAN COORDINATES (ANGSTROEM)
1 C 1.4919 -0.8009 -2.7196  -0.599
2 O 1.6753 -0.3425 -1.3689  -0.447
3 H 2.0867 -1.6918 -2.9183  0.305
4 H 0.4382 -1.0282 -2.8483  0.225
5 H 1.7771 -0.0204 -3.4282  0.272
6 H 2.5752 -0.5313 -1.0934  0.268
7 C -0.9156 -1.7631 0.5998  -0.349
8 O -1.3695 -2.7907 1.4714  -0.534
9 H -0.9220 -2.0917 -0.4493  0.214
10 H -1.5529 -0.8781 0.6680  0.244
11 H 0.1036 -1.4620 0.8255  0.136
12 H -2.3287 -2.7888 1.4321  0.309
13 O 1.1213 1.1296 2.5029  -0.647
14 H 0.7228 0.8456 3.3310  0.314
15 H 1.8467 0.5163 2.3506  0.306
16 O -2.5734 3.1892 0.6207  -0.625
17 H -1.8215 2.5976 0.4520  0.402
18 H -2.2654 4.0571 0.3482  0.302
19 O -0.3540 1.5066 0.0422  -0.654
20 H -0.0573 0.8102 -0.5538  0.224
21 H 0.3216 1.5372 0.7355  0.336



Going by the computed energies, the most stable comes first: model B, model A.



Model A:
This record from the OMol25 dataset describes the ion C4H11N3 with charge -1. The level of theory is ωB97M-V/def2-TZVPD.

Properties
2S+1   2
Expectation value of S²   0.752
HOMO energy (spin up / spin down)   1.71 / -3.84 eV
Net charge   -1

Last column: Mulliken charge in e.
CARTESIAN COORDINATES (ANGSTROEM)
1 C 1.4385 0.6716 -0.8389  -0.202
2 C 1.4861 -0.0010 0.5339  -0.907
3 C 0.2598 -0.6456 1.3395  -0.803
4 N -2.5804 0.5789 -0.5485  -0.603
5 C -1.7068 -0.1841 0.1090  -0.750
6 N -1.0968 -0.0315 1.4589  -0.377
7 N 1.5151 -0.3793 -1.8618  -0.838
8 H 0.5288 1.2578 -1.2302  0.385
9 H 2.4333 1.2182 -0.8418  0.347
10 H 2.0196 0.5958 1.2499  0.280
11 H 2.1741 -0.9520 0.4497  0.045
12 H 0.1121 -1.6700 0.8528  0.290
13 H 0.6584 -0.6394 2.3488  0.595
14 H -3.0011 1.3592 -0.0350  0.209
15 H -1.5154 -1.1232 -0.4813  0.461
16 H -1.1722 0.9333 1.8230  0.304
17 H 1.8040 0.0477 -2.7525  0.233
18 H 2.2271 -1.2492 -1.5840  0.333



Model B:
This record from the OMol25 dataset describes the ion C4H11N3 with charge -1. The level of theory is ωB97M-V/def2-TZVPD.

Properties
2S+1   2
Expectation value of S²   0.750
HOMO energy (spin up / spin down)   1.19 / -5.09 eV
Net charge   -1

Last column: Mulliken charge in e.
CARTESIAN COORDINATES (ANGSTROEM)
1 C -1.8770 0.3057 -0.8501  -0.648
2 C -0.5061 -0.3299 -1.1683  -0.509
3 C 0.1609 -0.7757 0.1326  -1.118
4 N 2.5332 -0.7763 1.6824  -0.772
5 C 1.6573 0.2729 1.5449  -2.782
6 N 0.6110 0.4212 0.8333  0.940
7 N -2.3440 1.0676 -2.0090  -0.506
8 H -1.7026 1.0402 -0.0654  0.480
9 H -2.6165 -0.4584 -0.5822  0.195
10 H -0.7042 -1.1247 -1.8929  0.392
11 H 0.0058 0.5124 -1.6368  0.345
12 H 0.9571 -1.5135 0.0320  0.450
13 H -0.6635 -1.2738 0.6676  0.126
14 H 2.1909 -1.7238 1.8297  0.527
15 H 3.3641 -0.5424 2.2307  1.394
16 H 2.0251 1.1600 2.0532  0.173
17 H -3.0135 1.7892 -1.8755  0.156
18 H -2.5456 0.5173 -2.8088  0.157



Going by the computed energies, the most stable comes first: model B, model A.



Model A:
This record from the OMol25 dataset describes the ion C3H5O2S with charge -1. The level of theory is ωB97M-V/def2-TZVPD.

Properties
HOMO energy   -4.22 eV
Net charge   -1

Last column: Mulliken charge in e.
CARTESIAN COORDINATES (ANGSTROEM)
1 O -0.8768 2.0459 -0.2682  -0.719
2 C -0.3132 1.0537 -0.7704  0.374
3 O -0.6947 0.3013 -1.6871  -0.696
4 C 1.0806 0.6802 -0.1781  -0.539
5 C 1.1554 -0.8313 0.1407  -0.483
6 S -0.2049 -1.3721 1.2308  -0.303
7 H 1.7681 0.8691 -1.0015  0.286
8 H 1.3512 1.1918 0.7477  0.272
9 H 0.9668 -1.2841 -0.8415  0.289
10 H 2.1159 -1.1594 0.5230  0.368
11 H -0.8521 -0.1996 1.2180  0.151



Model B:
This record from the OMol25 dataset describes the ion C3H5O2S with charge -1. The level of theory is ωB97M-V/def2-TZVPD.

Properties
HOMO energy   -3.56 eV
Net charge   -1

Last column: Mulliken charge in e.
CARTESIAN COORDINATES (ANGSTROEM)
1 O -0.7192 0.9898 2.3274  -0.775
2 C -0.9751 0.5067 1.1883  0.415
3 O -1.8354 1.0109 0.4973  -0.698
4 C -0.1073 -0.6002 0.6274  -0.423
5 C 0.7629 0.1499 -0.4169  -0.538
6 S 1.1447 -0.9227 -1.8748  -0.303
7 H -0.7623 -1.2879 0.2318  0.348
8 H 0.4760 -1.0843 1.3998  0.236
9 H 1.6554 0.5635 0.0609  0.376
10 H 0.1965 1.0669 -0.8116  0.277
11 H 2.4718 -0.8396 -1.8755  0.085



Going by the computed energies, the most stable comes first: model A, model B.



Model A:
This record from the OMol25 dataset describes a structure of composition C2H5IO2. The level of theory is ωB97M-V/def2-TZVPD.

Properties
HOMO energy (spin up / spin down)   -7.83 / -7.04 eV

Last column: Mulliken charge in e.
CARTESIAN COORDINATES (ANGSTROEM)
1 C 1.6512 -0.3923 -0.9215  -0.455
2 C 0.2761 0.4503 0.7550  0.283
3 O -1.0142 0.6789 1.1285  -0.433
4 O 0.4847 -0.0521 -0.3807  -0.195
5 I 1.6271 0.3387 2.2925  0.073
6 H 1.6349 -0.4712 -2.0328  0.238
7 H -3.0281 -0.2844 -0.8809  0.216
8 H 2.6097 -0.3022 -0.4208  0.186
9 H -2.4862 0.0834 -0.4658  -0.241
10 H -1.7552 -0.0492 0.9265  0.329



Model B:
This record from the OMol25 dataset describes a cluster of 2 separate species, C2H5IO2 in total. The level of theory is ωB97M-V/def2-TZVPD.

Properties
HOMO energy   -8.89 eV

Last column: Mulliken charge in e.
CARTESIAN COORDINATES (ANGSTROEM)
1 C 0.5079 0.7661 1.0385  -0.869
2 C 0.8065 -0.6161 0.3352  0.178
3 O 0.9695 -0.8846 -0.8304  -0.494
4 O -2.3296 -0.1351 -0.5199  -0.676
5 I -1.8208 -0.2360 -2.2554  0.491
6 H 0.4906 0.6451 2.0227  0.340
7 H -0.4338 1.0760 0.6132  0.229
8 H 1.0939 1.6302 0.9353  0.339
9 H 0.9634 -1.5232 1.0873  0.272
10 H -0.2478 -0.7224 -2.4266  0.189



Going by the computed energies, the most stable comes first: model B, model A.



Model A:
This record from the OMol25 dataset describes the molecule C2H4N6. The level of theory is ωB97M-V/def2-TZVPD.

Properties
HOMO energy   -9.30 eV

Last column: Mulliken charge in e.
CARTESIAN COORDINATES (ANGSTROEM)
1 H 2.9376 -0.3130 -0.0378  0.326
2 N 2.2508 -1.0822 0.3453  -0.631
3 C 1.2156 -0.3863 -0.0635  0.379
4 N 1.5744 1.0768 -0.4982  -0.149
5 N 0.4667 1.7181 -0.1125  -0.209
6 N -0.7294 1.1074 0.7035  -0.150
7 C -1.0766 -0.2050 0.0709  0.329
8 N -2.2949 -0.6538 -0.2341  -0.648
9 H -3.1648 -0.1781 -0.7871  0.271
10 N 0.0371 -0.8951 0.0892  -0.140
11 H -1.3086 1.7798 0.7263  0.229
12 H 0.0920 -1.9685 -0.2021  0.393



Model B:
This record from the OMol25 dataset describes the molecule C2H4N6. The level of theory is ωB97M-V/def2-TZVPD.

Properties
HOMO energy   -8.87 eV

Last column: Mulliken charge in e.
CARTESIAN COORDINATES (ANGSTROEM)
1 N -3.1030 -0.0153 0.0234  -0.449
2 N -1.9010 -0.4462 -0.0771  -0.124
3 C -1.0466 0.5027 -0.1294  0.008
4 N 0.3239 0.2249 0.0076  0.911
5 N 1.2975 1.1214 0.0715  -0.994
6 C 2.4124 0.3456 0.0097  0.140
7 N 2.0731 -0.9499 -0.0172  -0.401
8 N 0.8030 -1.0267 0.0152  -0.328
9 H -3.2527 0.8954 0.3153  0.207
10 H -3.6600 -0.7106 0.4560  0.264
11 H -1.1756 1.5347 -0.3184  0.407
12 H 3.4383 0.8325 0.1005  0.361



Going by the computed energies, the most stable comes first: model B, model A.